Record 1
This record from the Open Molecules 2025 dataset describes a structure of composition C22H19BrN5O5STeY. The level of theory is the ωB97M-V functional and the def2-TZVPD basis.

```
55
Properties=species:S:1:pos:R:3:forces:R:3:lowdin_charge:R:1
Y -0.70205 0.37571 -1.11435 -0.202 -0.531 0.283 1.22
O 4.15728 3.39872 1.76931 0.000 -0.006 -0.015 0.09
C 3.08371 2.87221 1.14808 0.066 0.003 -0.001 -0.27
C 1.80274 2.92713 1.69836 -0.139 -0.041 -0.067 0.08
C 0.77558 2.34360 0.98346 -0.048 0.144 0.157 -0.17
N 0.99736 1.73615 -0.17028 -0.023 -0.010 -0.025 0.05
C 2.19811 1.74402 -0.73740 0.099 -0.001 -0.001 -0.15
C 3.29370 2.28696 -0.10540 -0.091 0.034 -0.028 0.10
C 2.17099 1.12991 -2.13293 0.056 -0.022 0.045 -0.60
O 3.20587 0.92762 -2.73867 -0.012 0.054 0.011 0.07
O 0.97112 0.83027 -2.51932 0.152 -0.045 -0.060 -0.22
C -0.71251 2.38727 1.35540 0.045 -0.042 0.044 -0.60
O -1.04504 2.86275 2.42366 -0.001 -0.016 -0.016 0.08
O -1.46400 1.89500 0.42943 0.065 -0.034 -0.084 -0.20
H 3.89570 3.78492 2.61282 -0.002 0.003 0.010 0.12
H 1.58293 3.41833 2.63817 0.033 0.005 0.006 0.13
H 4.26796 2.27767 -0.57204 0.006 0.017 0.011 0.14
C -0.67874 3.88549 -2.47260 -0.039 0.080 -0.014 -0.42
Te -2.15324 2.42879 -2.96484 -0.185 0.058 -0.164 1.22
C -3.62513 3.18784 -1.63017 0.028 0.010 -0.054 -0.41
H -0.98439 4.84410 -2.88280 0.034 0.018 0.023 0.00
H 0.26539 3.57558 -2.91410 -0.009 -0.019 -0.006 0.00
H -0.58837 3.94506 -1.39044 -0.001 -0.004 0.002 0.00
H -3.90116 4.18892 -1.95051 0.005 -0.005 -0.004 0.00
H -3.21742 3.18465 -0.62334 0.006 -0.013 -0.007 -0.01
H -4.47204 2.51160 -1.70812 -0.011 -0.003 0.022 -0.02
Br 1.25373 -0.68242 4.54863 0.018 0.001 0.010 0.77
C -0.24778 -0.70074 3.41351 0.004 0.008 -0.079 -0.66
C -1.53252 -0.71016 3.92435 -0.001 -0.003 0.052 -0.08
C -2.59172 -0.70918 3.03350 -0.035 -0.003 -0.070 -0.02
C -2.32955 -0.68691 1.67496 0.048 -0.029 0.021 -0.12
N -1.08601 -0.68099 1.19089 0.167 0.200 0.001 -0.04
C -0.06146 -0.68881 2.04239 -0.007 -0.096 0.054 -0.20
H -1.69959 -0.71187 4.99255 0.007 0.004 0.002 0.11
H -3.61325 -0.70846 3.38541 0.001 -0.003 0.003 0.12
H -3.12893 -0.67293 0.94383 -0.008 0.011 0.008 0.11
H 0.93695 -0.69568 1.61870 -0.003 0.009 -0.003 0.11
N 2.26925 -3.12388 -2.08115 -0.008 0.019 0.008 0.15
C 1.73175 -1.89033 -2.03234 0.028 0.051 0.003 -0.13
N 0.76006 -1.78191 -1.15175 -0.065 -0.032 -0.121 0.04
C 0.63003 -3.06986 -0.60560 -0.021 -0.048 0.037 -0.23
C -0.27829 -3.60113 0.31304 0.004 0.010 -0.024 -0.04
C -0.15545 -4.93337 0.65045 -0.025 0.002 0.015 -0.08
C 0.83798 -5.75035 0.09383 0.011 -0.016 0.000 -0.09
C 1.72508 -5.25552 -0.83836 -0.009 0.013 -0.001 -0.02
C 1.58921 -3.91390 -1.17555 0.014 -0.003 0.031 -0.19
H 3.02207 -3.39659 -2.68787 0.000 -0.019 0.003 0.17
H 2.08347 -1.10325 -2.67885 -0.005 -0.011 0.011 0.11
H -1.07710 -3.00436 0.72040 0.005 0.015 -0.005 0.08
H -0.85694 -5.36193 1.35398 0.009 -0.008 0.000 0.10
H 0.89866 -6.78938 0.38880 -0.002 0.002 -0.002 0.10
H 2.48160 -5.88258 -1.29098 0.000 0.004 -0.006 0.11
S -2.38542 -1.75848 -1.87150 -0.441 0.560 -0.092 0.48
C -3.71362 -0.71680 -2.08146 0.532 -0.323 0.040 -0.92
N -4.58657 0.03149 -2.22516 -0.050 0.053 0.034 0.03
```
Positions in Å, forces in eV/Å.

- Maximum force: 0.7 eV/A
- Electronic energy: -4778.56076 Ha

Record 2
This record from the Open Molecules 2025 dataset describes a structure of composition C22H19Cl4N4O10S2V at a distorted geometry. The level of theory is the ωB97M-V functional and the def2-TZVPD basis.

```
62
Properties=species:S:1:pos:R:3:forces:R:3:lowdin_charge:R:1
V 1.62377 2.10473 0.47190 -1.083 0.397 0.147 1.09
O 4.74516 2.33022 1.82518 0.116 -0.093 0.085 -0.22
S 3.74229 1.32861 1.76694 -0.153 0.179 -0.021 0.45
O 3.81738 0.17236 2.59007 -0.007 -0.051 0.027 -0.23
O 2.30378 2.06848 2.10642 0.185 -0.084 0.021 -0.36
O 3.30733 1.01498 0.34063 0.202 -0.061 -0.144 -0.35
Cl 1.79479 7.75665 -3.06520 -0.003 -0.008 -0.014 0.70
C 1.72517 6.10372 -2.60606 0.000 0.043 0.018 -0.69
C 1.61178 5.10751 -3.59078 -0.006 -0.017 -0.052 -0.69
Cl 1.53895 5.54560 -5.24939 0.004 0.010 0.012 0.70
C 1.55254 3.76194 -3.24178 -0.110 0.116 0.036 -0.61
Cl 1.39942 2.50491 -4.39869 0.008 -0.027 -0.016 0.75
C 1.59349 3.44011 -1.89369 0.110 -0.208 0.018 -0.32
O 1.55715 2.21425 -1.37135 0.161 -0.026 -0.108 -0.16
C 1.72703 4.42425 -0.92132 0.019 0.067 0.155 -0.32
O 1.84172 3.91349 0.30747 0.112 -0.343 -0.121 -0.12
C 1.78530 5.77046 -1.25568 -0.014 -0.037 -0.103 -0.61
Cl 1.94059 6.93943 -0.01825 0.002 0.015 0.025 0.76
C -2.87217 -3.69794 1.89234 0.031 -0.001 0.041 -0.10
C -2.11070 -3.28933 0.63786 -0.015 0.105 -0.001 -0.30
S -1.01176 -4.60475 0.17105 0.047 0.032 0.023 0.65
O -0.12108 -4.85687 1.27667 -0.037 -0.034 -0.044 -0.29
O -1.80109 -5.66526 -0.39234 0.026 -0.020 0.005 -0.30
C -0.00612 -3.93989 -1.16465 0.148 0.153 -0.026 -0.19
C 1.34431 -3.37528 -0.71992 -0.177 0.111 0.093 -0.11
N 1.24745 -2.10560 0.02230 -0.153 -0.241 0.003 0.08
C 0.98712 -0.89708 -0.52155 -0.031 -0.043 0.130 -0.27
N 0.85010 0.02009 0.43482 0.473 0.324 -0.030 0.05
C 1.00640 -0.62316 1.63948 -0.197 -0.042 -0.112 -0.03
C 1.23790 -1.92874 1.39463 0.163 -0.142 -0.071 -0.13
N 1.64884 -2.90837 2.37487 0.026 -0.186 -0.046 -0.33
O 2.46248 -3.74462 2.03045 -0.186 0.267 0.119 0.10
O 1.16720 -2.78034 3.48074 0.137 -0.013 -0.163 0.12
C 0.80212 -0.68635 -1.97921 0.007 -0.024 -0.023 0.03
H -3.53000 -2.88623 2.19467 -0.023 -0.020 0.008 0.05
H -2.18189 -3.91293 2.70794 -0.009 0.001 -0.033 0.08
H -3.48726 -4.57630 1.70365 0.011 0.003 -0.002 0.09
H -1.50659 -2.39309 0.80779 0.034 -0.031 -0.004 0.09
H -2.77511 -3.12300 -0.21236 0.003 -0.002 0.021 0.10
H -0.61126 -3.21930 -1.71835 0.010 -0.010 0.020 0.10
H 0.15378 -4.79957 -1.81829 0.043 0.014 0.043 0.11
H 1.97744 -3.20454 -1.58858 -0.031 0.042 -0.011 0.13
H 1.85656 -4.07481 -0.07136 -0.002 -0.097 0.049 0.11
H 1.00846 -0.12226 2.58987 -0.005 0.026 0.018 0.14
H 1.45308 -1.33666 -2.56242 -0.018 0.000 0.034 0.09
H 1.02313 0.34274 -2.23797 -0.008 0.016 0.007 0.05
H -0.23441 -0.89524 -2.25647 0.009 0.001 -0.010 0.09
C -0.41643 2.55745 0.70795 0.237 -0.098 -0.018 -0.08
C -1.50719 1.56888 0.69595 -0.001 0.043 -0.052 -0.28
C -2.12204 1.23601 -0.51314 0.000 -0.052 -0.053 -0.03
C -3.18596 0.35565 -0.55010 0.028 0.032 0.016 -0.02
C -3.65689 -0.20522 0.63760 -0.024 -0.027 -0.092 -0.24
C -3.04837 0.11120 1.84947 0.002 -0.019 0.032 -0.02
C -1.97926 0.98903 1.87170 -0.024 -0.012 0.058 -0.02
C -4.77752 -1.10492 0.59746 -0.181 -0.061 0.046 -0.20
N -5.67324 -1.82720 0.56760 0.181 0.100 -0.019 0.18
H -0.31423 3.09276 1.65567 0.011 -0.023 0.069 0.10
H -0.52094 3.28043 -0.10077 -0.050 0.063 -0.009 0.09
H -1.76649 1.68700 -1.43393 -0.004 -0.004 0.037 0.12
H -3.67260 0.11594 -1.48669 0.006 -0.005 0.014 0.12
H -3.42254 -0.31944 2.76895 0.001 -0.001 -0.009 0.13
H -1.52085 1.24540 2.82014 0.000 0.002 -0.025 0.13
```
Positions in Å, forces in eV/Å.

- Maximum force: 1.2 eV/A
- Electronic energy: -5402.27092 Ha

Record 3
This record from the Open Molecules 2025 dataset describes a structure of composition C22H19F4N4Ti at a distorted geometry. The level of theory is the ωB97M-V functional and the def2-TZVPD basis.

```
50
Properties=species:S:1:pos:R:3:forces:R:3:lowdin_charge:R:1
Ti 0.11956 -0.42936 -0.39311 4.885 -0.435 -2.318 1.12
C 0.39075 2.32737 0.80265 0.120 0.142 0.022 -0.07
N 1.27731 1.52570 -0.05881 -0.193 0.081 0.496 -0.34
C 1.56943 2.29033 -1.28381 -0.063 -0.009 -0.232 -0.06
C 2.55528 1.20297 0.61259 0.215 -0.184 -0.040 -0.17
C 3.18503 -0.01381 -0.07294 0.035 0.037 -0.024 -0.19
N 2.08169 -0.89948 -0.31898 -0.574 0.654 0.774 -0.11
C 1.94965 -1.93225 -1.18163 -0.390 -0.839 -0.371 -0.27
C 0.57292 -2.30054 -1.20237 0.455 0.343 0.386 -0.07
F -0.00941 0.22916 -2.01699 -0.832 0.808 -1.047 -0.31
C 0.19108 -3.26238 -2.10880 -0.026 0.053 -0.009 -0.29
F -1.11990 -3.59314 -2.20062 0.042 0.014 -0.023 0.05
C 1.08764 -3.92077 -2.92748 -0.166 -0.048 -0.081 0.06
C 2.42447 -3.53694 -2.88216 -0.176 0.052 0.083 -0.20
F 3.29333 -4.14601 -3.68575 0.089 0.010 -0.009 0.12
C 2.87356 -2.54299 -2.03618 -0.074 0.222 0.243 -0.14
F 4.16637 -2.15373 -2.03423 -0.067 -0.084 -0.049 0.09
H 0.83044 3.30241 1.03557 -0.012 -0.007 0.019 0.11
H 0.19342 1.80363 1.73927 0.024 -0.014 -0.010 0.08
H -0.55304 2.50026 0.28122 0.001 0.014 0.007 0.10
H 2.07624 3.22548 -1.02754 0.005 -0.024 0.063 0.11
H 0.64979 2.51866 -1.81543 0.001 -0.033 0.020 0.09
H 2.20729 1.70921 -1.94504 -0.040 -0.038 0.011 0.10
H 2.34478 0.97416 1.65812 -0.051 0.008 -0.007 0.11
H 3.23249 2.06131 0.58888 -0.054 0.053 0.064 0.13
H 3.92279 -0.46945 0.59774 0.062 0.088 -0.034 0.13
H 3.72482 0.26997 -0.98172 -0.065 -0.003 -0.036 0.12
H 0.76722 -4.69892 -3.60566 0.047 -0.035 0.035 0.13
C 0.52175 -1.95329 3.69002 -0.340 -0.240 0.378 0.00
C 0.81609 -1.31939 2.49044 0.267 0.188 -0.425 -0.06
N -0.09243 -1.04237 1.55887 -0.733 -0.691 2.062 0.02
C -1.37315 -1.43324 1.82451 0.191 -0.080 0.541 -0.13
C -1.76204 -2.08428 3.00567 -0.144 0.162 -0.451 -0.12
C -0.77174 -2.34263 3.96129 0.452 0.116 -0.091 0.05
C -3.13518 -2.46283 3.15843 -0.135 -0.068 0.069 0.01
C -4.04190 -2.22751 2.18516 -0.066 -0.044 0.050 0.01
C -3.66311 -1.58474 0.96249 0.473 0.025 0.163 -0.12
C -4.53945 -1.35237 -0.10690 0.140 0.183 -0.308 0.05
C -4.05962 -0.73742 -1.24310 -0.397 -0.163 0.186 0.01
C -2.72993 -0.34409 -1.30425 0.384 0.153 -0.087 -0.05
N -1.86838 -0.54227 -0.30658 -2.785 -0.451 0.328 0.00
C -2.33069 -1.17690 0.80806 -0.545 0.082 -0.262 -0.12
H 1.31659 -2.14316 4.39659 0.027 0.012 -0.032 0.12
H 1.83723 -1.04879 2.26331 -0.020 0.021 -0.103 0.11
H -1.01363 -2.85056 4.88571 -0.054 0.012 0.002 0.14
H -3.43000 -2.95493 4.07649 -0.013 0.001 -0.016 0.13
H -5.07573 -2.52468 2.30505 0.020 -0.026 0.038 0.13
H -5.57462 -1.66085 -0.03662 -0.002 -0.008 0.002 0.14
H -4.70016 -0.55689 -2.09394 0.003 0.017 0.007 0.13
H -2.33538 0.14314 -2.18606 0.080 -0.026 0.015 0.13
```
Positions in Å, forces in eV/Å.

- Charge: +1
- Maximum force: 5.4 eV/A
- Electronic energy: -2317.58515 Ha

ΔE to the lowest compared entry with this formula, charge and spin, record by record: 0.00, 26.01, 87.86 kJ/mol